[1]
ORCA calculation (the ωB97M-V functional and the def2-TZVPD basis) on a molecular structure, C37H52AsBaNOS6SbSi.

Summary:
Multiplicity   1
Total charge   +1

Cartesian coordinates (Å):
Ba 0.43502 0.74233 0.54407
C -1.33087 -3.14275 1.19430
C -0.03199 -3.54023 0.50533
S 1.36576 -2.57186 1.13196
C 2.71736 -3.28854 0.15929
C 2.47348 -3.42207 -1.34036
S 1.99194 -1.85188 -2.11078
C 0.76045 -2.43721 -3.30850
C -0.17076 -1.30250 -3.71371
S -1.12511 -0.54028 -2.37757
C -2.20718 -1.91831 -1.91080
C -2.94108 -1.63133 -0.60774
S -1.94548 -1.46176 0.89784
H -1.21429 -3.21535 2.27711
H -2.11864 -3.84440 0.91364
H -0.10958 -3.37799 -0.56892
H 0.16004 -4.60051 0.68534
H 2.96911 -4.26916 0.56654
H 3.56838 -2.63124 0.34837
H 1.68645 -4.15344 -1.52654
H 3.38255 -3.80996 -1.80070
H 0.19586 -3.26060 -2.86575
H 1.25448 -2.82355 -4.20107
H -0.85380 -1.64894 -4.49173
H 0.40508 -0.47983 -4.14337
H -1.63493 -2.84257 -1.82834
H -2.95008 -2.06192 -2.69808
H -3.68855 -2.40636 -0.43199
H -3.46796 -0.67678 -0.67447
C -5.46967 3.92939 -0.44124
Si -3.90531 4.96159 -0.51710
C -4.29976 6.76321 -0.12288
C -3.22246 4.92751 -2.26302
C -2.73704 4.32382 0.83436
C -2.76256 4.91439 2.09066
C -1.99880 4.41515 3.14358
C -1.19811 3.32325 2.87915
N -1.13636 2.73793 1.68452
C -1.90007 3.20125 0.68319
S -1.83366 2.30906 -0.81118
H -6.20235 4.26757 -1.17708
H -5.93311 3.98432 0.54557
H -5.24453 2.88094 -0.64626
H -4.99622 7.15058 -0.86909
H -3.39850 7.38147 -0.16934
H -4.76099 6.91767 0.85208
H -3.85903 5.56000 -2.88679
H -3.21584 3.91824 -2.67220
H -2.20260 5.31196 -2.31478
H -3.39876 5.77095 2.27278
H -2.03424 4.85619 4.13000
H -0.56987 2.88328 3.64891
S 3.31435 1.35684 -0.68905
Sb 2.68820 2.96872 -2.16480
C 1.51503 2.38012 -3.80201
C 0.14562 2.61254 -3.80395
C -0.61083 2.23941 -4.90754
C 0.00031 1.64140 -5.99971
C 1.37006 1.40399 -5.99201
C 2.12999 1.77470 -4.89418
C 1.61456 4.46015 -1.14890
C 1.67374 4.49616 0.23659
C 1.03536 5.51087 0.93202
C 0.34243 6.49088 0.24006
C 0.29229 6.46278 -1.14729
C 0.92714 5.44687 -1.84528
C 4.36828 3.87409 -3.03074
C 5.61410 3.70052 -2.44166
C 6.72510 4.32065 -2.99238
C 6.58897 5.10725 -4.12647
C 5.34436 5.27599 -4.71641
C 4.22965 4.65788 -4.16994
H -0.34524 3.07420 -2.95143
H -1.67785 2.41966 -4.90594
H -0.58928 1.36191 -6.86336
H 1.84585 0.93760 -6.84478
H 3.19974 1.59481 -4.89686
H 2.24987 3.74521 0.77104
H 1.07125 5.53539 2.01352
H -0.16148 7.27962 0.78308
H -0.24362 7.23410 -1.68626
H 0.88030 5.43210 -2.92934
H 5.71705 3.07616 -1.56098
H 7.69815 4.18781 -2.53828
H 7.45780 5.58814 -4.55622
H 5.24208 5.88566 -5.60438
H 3.26104 4.78348 -4.64256
C 2.09070 -1.51497 4.93938
As 2.02213 0.20930 4.10594
C 1.65614 1.51696 5.45996
C 3.74718 0.57915 3.34644
O 0.86879 0.25098 2.92232
H 2.93125 -1.56390 5.63022
H 2.19609 -2.26644 4.15888
H 1.15989 -1.68640 5.47696
H 2.39031 1.44423 6.26115
H 0.65808 1.33830 5.85587
H 1.69423 2.50930 5.01402
H 4.51870 0.59071 4.11503
H 3.71224 1.54327 2.84094
H 3.97220 -0.19133 2.61066

Cartesian forces (eV/Å) of the 6 atoms listed first:
-0.2489 -0.1423 -0.7065
-0.0442 -0.0326 0.0517
-0.0115 0.0671 -0.0316
-0.0438 -0.0699 -0.0206
0.0643 0.0567 -0.0123
-0.0355 -0.0130 0.0222

[2]
ORCA calculation (the ωB97M-V functional and the def2-TZVPD basis) on 15 unconnected molecules or ions with the total composition C37H52N17PS2.

Summary:
Multiplicity   1

Cartesian coordinates (Å):
C -0.43991 -1.77388 -1.93074
C 0.16341 -0.33579 -2.16816
C 0.41394 0.04618 -3.55281
C 0.99030 1.43962 -3.80589
C 1.30196 2.33119 -2.68381
P 1.97440 4.03715 -3.04973
S 3.88367 4.22755 -2.63242
C 1.06718 1.91692 -1.26640
N 1.30982 2.61816 -0.09749
S 0.84166 1.68882 1.22005
N 0.33144 0.30664 0.37131
C 0.47572 0.53502 -0.97745
H 0.14173 -2.25452 -1.08756
H -0.36858 -2.40226 -2.85894
H -1.53094 -1.65855 -1.67319
H 0.20878 -0.61665 -4.42625
H 1.19395 1.80928 -4.83561
H 1.17048 4.91946 -2.24456
H 1.79321 4.28605 -4.44265
C 1.54555 -1.49988 4.60689
C 1.37299 -0.61555 3.45923
N 1.23045 0.07027 2.54829
H 2.53409 -1.96249 4.61023
H 1.43273 -0.96689 5.55257
H 0.81082 -2.30694 4.60058
C -2.58230 -2.62058 1.71618
C -2.46839 -3.30831 0.43818
N -2.38057 -3.84956 -0.56993
H -3.06156 -3.24860 2.47372
H -1.60120 -2.33401 2.10365
H -3.17106 -1.71374 1.62711
C -2.60034 0.75955 3.86086
C -3.65822 -0.12672 3.39480
N -4.49188 -0.82101 3.01933
H -2.41596 0.63908 4.93048
H -1.65824 0.56141 3.34474
H -2.84721 1.80776 3.68991
C -4.33952 -5.47981 -2.56849
C -4.22405 -6.16599 -3.85329
N -4.13313 -6.70613 -4.86455
H -4.81807 -6.11203 -1.81845
H -3.36255 -5.19340 -2.17617
H -4.93473 -4.56901 -2.65237
C 0.98343 -0.57334 -7.60862
C 0.42809 0.70921 -7.18318
N -0.00629 1.71956 -6.84900
H 1.16319 -0.59635 -8.68445
H 1.93498 -0.78182 -7.11853
H 0.30953 -1.40002 -7.37582
C 7.33132 4.14887 -1.25186
C 8.45253 4.54987 -0.40691
N 9.33507 4.86510 0.25862
H 6.40424 4.62967 -0.94118
H 7.50059 4.41624 -2.29587
H 7.16755 3.07021 -1.21443
C -7.61213 -7.55484 -4.50721
C -8.24962 -6.34741 -3.98793
N -8.74912 -5.39672 -3.57993
H -7.22746 -8.18364 -3.70265
H -8.31058 -8.16156 -5.08600
H -6.77112 -7.31523 -5.16028
C 4.53490 0.98857 -8.49741
C 4.16769 -0.37315 -8.11789
N 3.87853 -1.44542 -7.81913
H 5.02978 1.01242 -9.46960
H 3.65807 1.63598 -8.56128
H 5.21751 1.43464 -7.77242
C 12.29429 3.70739 -0.96232
C 12.61948 2.34383 -1.37489
N 12.87498 1.27183 -1.69922
H 13.16828 4.22349 -0.56129
H 11.92180 4.30096 -1.79845
H 11.52581 3.72076 -0.18804
C -5.83454 -3.54705 6.09595
C -4.81693 -3.67538 5.05627
N -4.01986 -3.77529 4.23664
H -5.62673 -4.20428 6.94227
H -5.88702 -2.52661 6.47955
H -6.82519 -3.80472 5.71867
C -1.95684 -2.79918 7.89661
C -1.50933 -1.48362 7.44532
N -1.15709 -0.44862 7.09091
H -3.04564 -2.86780 7.91737
H -1.59490 -3.59333 7.24140
H -1.59856 -3.02070 8.90430
C 3.34683 8.12759 -0.64663
C 4.57191 7.39397 -0.94862
N 5.53251 6.81359 -1.18540
H 3.39371 8.59563 0.33798
H 3.16481 8.91879 -1.37577
H 2.47614 7.46949 -0.65427
C -3.57887 5.34314 3.63804
C -2.36548 4.58623 3.33839
N -1.41123 3.99175 3.10271
H -3.52534 5.81027 4.62271
H -3.74433 6.13750 2.90868
H -4.46221 4.70238 3.62838
C -5.52151 -1.60739 -4.48312
C -4.42025 -1.22065 -3.60344
N -3.55493 -0.91699 -2.91201
H -6.45965 -1.14183 -4.17711
H -5.33126 -1.31002 -5.51554
H -5.67713 -2.68761 -4.47838
C 0.35515 -0.09501 10.80360
C -0.03600 -1.45258 11.18068
N -0.34294 -2.51925 11.47807
H 0.83732 -0.07309 9.82497
H -0.50665 0.57227 10.75462
H 1.05684 0.33147 11.52217

Cartesian forces (eV/Å) of the 6 atoms listed first:
0.3799 1.1198 0.2771
-0.0053 -0.9363 -1.7091
0.8913 2.5181 3.0524
-0.0464 0.0171 3.1269
-0.8529 -1.3270 -1.5017
0.8313 -1.2759 0.9539

[3]
ORCA calculation (the ωB97M-V functional and the def2-TZVPD basis) on a molecular structure, C37H52N2O3P2RbSi2.

Summary:
Multiplicity   1
Total charge   -1

Cartesian coordinates (Å):
Rb 0.16058 -0.51515 0.63912
C -2.75117 1.36186 1.47099
O -1.61834 1.44740 2.32889
C -1.79974 0.85272 3.58958
C -1.55613 -0.65583 3.60285
O -0.26439 -1.05023 3.17634
C 0.83907 -0.61903 3.95070
C 1.83243 0.11571 3.06442
O 2.39523 -0.83733 2.18810
C 3.26161 -0.24259 1.23473
H -3.61501 1.86282 1.92726
H -3.00833 0.32924 1.21514
H -2.47598 1.87021 0.54993
H -2.81690 1.03186 3.96390
H -1.09875 1.35201 4.26453
H -2.23605 -1.13724 2.89693
H -1.76294 -1.03641 4.61225
H 1.34046 -1.50309 4.35703
H 0.53137 0.01809 4.78346
H 2.61846 0.57582 3.67802
H 1.32491 0.90845 2.49528
H 4.04358 0.33453 1.74060
H 2.71934 0.41755 0.54650
H 3.72399 -1.05415 0.67532
C -4.96750 -2.26766 0.28991
Si -3.29394 -2.79762 -0.45559
C -2.47392 -3.91432 0.85471
C -3.73588 -4.01037 -1.85917
N -2.25133 -1.49941 -0.71674
P -2.01168 -0.50355 -1.96830
C -0.86459 0.59265 -1.47391
P 0.13342 1.73996 -2.15059
N 1.38596 1.97193 -1.15719
Si 2.59958 3.14596 -1.27840
C 4.08659 2.61935 -2.34613
C 2.20593 4.90304 -1.90415
C 3.29895 3.39122 0.48552
C 0.85332 1.53599 -3.83053
C 1.10325 2.57466 -4.72394
C 1.80836 2.33857 -5.89686
C 2.26785 1.06321 -6.19184
C 2.01288 0.01780 -5.31360
C 1.31361 0.25572 -4.14188
C -0.83364 3.29487 -2.30462
C -1.63688 3.62221 -3.39670
C -2.50928 4.69901 -3.33763
C -2.62096 5.44945 -2.17565
C -1.85900 5.10746 -1.06415
C -0.97688 4.04167 -1.13150
C -3.66573 0.20337 -2.40265
C -3.91096 1.52142 -2.02824
C -5.15918 2.09789 -2.21812
C -6.18006 1.35971 -2.80092
C -5.94661 0.04416 -3.18248
C -4.70086 -0.53027 -2.98054
C -1.64732 -1.50620 -3.46742
C -0.75694 -2.56595 -3.27599
C -0.34029 -3.35533 -4.33459
C -0.80333 -3.08879 -5.61781
C -1.66430 -2.02172 -5.82516
C -2.07778 -1.23084 -4.76135
H -5.61676 -3.12274 0.50097
H -5.49408 -1.59608 -0.39382
H -4.81473 -1.72352 1.22733
H -3.16632 -4.69804 1.18018
H -2.16220 -3.35149 1.73948
H -1.58562 -4.40232 0.44281
H -4.06876 -4.96662 -1.44723
H -2.87111 -4.20010 -2.49885
H -4.53720 -3.62561 -2.49542
H 3.81554 2.56084 -3.40446
H 4.44891 1.63200 -2.04524
H 4.91208 3.33055 -2.24120
H 1.80122 4.87388 -2.91964
H 3.10692 5.52206 -1.91962
H 1.46231 5.39848 -1.27623
H 4.07478 2.65311 0.71019
H 2.50807 3.28778 1.23282
H 3.74886 4.38281 0.59870
H 0.75677 3.57466 -4.49623
H 2.00017 3.15450 -6.58440
H 2.82395 0.88547 -7.10492
H 2.35752 -0.98238 -5.54964
H 1.10039 -0.54531 -3.44191
H -1.58846 3.01732 -4.29575
H -3.12236 4.94521 -4.19733
H -3.29878 6.29414 -2.13599
H -1.95902 5.67338 -0.14461
H -0.38037 3.74824 -0.27456
H -3.09307 2.08635 -1.59583
H -5.33098 3.12581 -1.91926
H -7.15367 1.80814 -2.96098
H -6.74511 -0.52877 -3.64086
H -4.51920 -1.56082 -3.26485
H -0.42249 -2.76416 -2.26367
H 0.34122 -4.18126 -4.16539
H -0.49955 -3.71000 -6.45173
H -2.01196 -1.79816 -6.82720
H -2.74748 -0.39778 -4.94118

Cartesian forces (eV/Å) of the 6 atoms listed first:
-0.0846 -0.3617 -0.4943
-0.1008 0.0890 -0.1048
0.1634 -0.1012 0.1079
0.1197 -0.1086 -0.0737
-0.1526 0.1808 -0.0044
-0.1143 -0.0629 0.6018

[4]
ORCA calculation (the ωB97M-V functional and the def2-TZVPD basis) on a molecular structure, C37H52N6PRb.

Summary:
Multiplicity   1

Cartesian coordinates (Å):
Rb -0.54857 -0.06188 -0.27848
C -0.44956 0.49193 5.49496
C 0.01878 0.40220 4.04465
C 0.22239 -1.07395 3.67970
P -0.99417 1.16183 2.66680
C -0.64539 2.99376 2.79494
C -1.08777 3.77038 4.03098
C -1.23144 3.65076 1.54194
C -2.74963 0.95642 3.10312
C -3.33974 1.34676 4.30956
C -4.69246 1.21334 4.57216
C -5.28887 1.62405 5.89474
C -5.48232 0.66407 3.55613
C -4.95197 0.26031 2.35197
C -3.56123 0.37641 2.07374
N -2.98291 -0.04138 0.93541
C -3.69719 -0.38297 -0.19832
C -4.40657 0.57581 -0.96304
C -4.47205 2.00025 -0.48714
C -4.99234 0.21214 -2.16793
C -4.91032 -1.08175 -2.67766
C -5.52167 -1.43691 -4.00929
C -4.21294 -2.01694 -1.92862
C -3.60044 -1.69077 -0.72031
C -2.87306 -2.75112 0.06593
H 0.27957 0.00253 6.14833
H -1.40342 -0.02218 5.62147
H -0.56908 1.51599 5.84510
H 0.98490 0.91509 3.95367
H -0.73901 -1.59654 3.67516
H 0.86680 -1.57382 4.40946
H 0.66654 -1.18904 2.68930
H 0.44967 3.03806 2.72925
H -2.17267 3.74120 4.13531
H -0.79376 4.82074 3.93792
H -0.64281 3.38592 4.94820
H -2.32176 3.56873 1.54874
H -0.86953 3.17448 0.62711
H -0.97671 4.71369 1.50055
H -2.72023 1.78413 5.08318
H -4.58092 2.21970 6.47372
H -5.56300 0.75910 6.50556
H -6.19226 2.22347 5.75997
H -6.54950 0.54796 3.72640
H -5.59542 -0.16753 1.59054
H -3.46581 2.42003 -0.39662
H -4.92952 2.08179 0.50008
H -5.04150 2.61453 -1.18589
H -5.52553 0.96981 -2.73661
H -6.48371 -0.94137 -4.14794
H -5.68413 -2.51252 -4.09210
H -4.87976 -1.13494 -4.84186
H -4.13893 -3.03950 -2.29279
H -2.63205 -3.61025 -0.56307
H -3.48017 -3.10014 0.90486
H -1.95911 -2.35789 0.50918
N 1.50553 2.51099 -1.07942
C 2.91070 2.21280 -1.39246
C 3.68244 1.82548 -0.13470
C 3.08393 0.63896 0.61420
C 3.23509 -0.68407 -0.11968
N 2.37675 -1.70404 0.49307
H 1.02481 2.83542 -1.91078
H 1.45497 3.27161 -0.40879
H 3.42626 3.05170 -1.87183
H 2.92212 1.39030 -2.11213
H 3.71841 2.69236 0.53256
H 4.71909 1.61366 -0.41421
H 2.02175 0.81701 0.76252
H 3.53416 0.55809 1.60799
H 4.29520 -0.96450 -0.15193
H 2.90646 -0.56944 -1.15519
H 2.67117 -1.88737 1.44613
H 2.45063 -2.58296 -0.00549
C -0.93399 -2.45833 -4.63407
C -0.92499 -1.70221 -3.47106
N 0.18354 -1.15486 -2.96912
C 1.32084 -1.35075 -3.63623
C 1.41794 -2.07218 -4.81803
C 0.25305 -2.64660 -5.31361
C 2.74026 -2.26856 -5.45279
C 3.08556 -2.09853 -6.72445
C 2.27071 -1.58022 -7.84167
C 2.69921 -1.77385 -9.14909
C 1.91141 -1.25663 -10.15970
N 0.78881 -0.58501 -9.91570
C 0.47755 -0.43965 -8.62957
N 1.15355 -0.89846 -7.58302
H -1.86089 -2.88583 -4.99209
H -1.84762 -1.53758 -2.92092
H 2.21411 -0.90213 -3.21093
H 0.28586 -3.23262 -6.22336
H 3.52253 -2.61911 -4.78485
H 4.10420 -2.35296 -6.99863
H 3.61351 -2.30998 -9.36539
H 2.18754 -1.37876 -11.20142
H -0.42924 0.11301 -8.41110

Cartesian forces (eV/Å) of the 6 atoms listed first:
0.4301 -0.0584 -0.4019
0.0151 -0.0171 0.0053
-0.0396 -0.0316 0.0144
-0.0320 0.0061 0.0189
0.0422 0.2380 0.5594
-0.0362 -0.0059 0.0436

no.,orbital gap (eV)
1,7.21
2,7.46
3,5.23
4,5.12